1.
DFT (wB97M-V/def2-TZVPD) results for a molecular structure, C13H32B2F6IInN7O2P.

```
! wB97M-V def2-TZVPD RIJCOSX def2/J DEFGRID3
* xyz 2 1
In -0.09 0.05 -0.47
N 2.09 1.08 0.27
C 1.88 2.44 0.78
C 1.09 3.22 -0.26
N -0.24 2.64 -0.51
C -0.77 3.09 -1.82
C -1.59 2.03 -2.56
N -0.79 0.80 -2.68
C -1.14 2.99 0.59
C -2.46 2.24 0.54
N -2.19 0.80 0.44
H 2.36 0.45 1.01
H 2.84 1.06 -0.42
H 2.81 2.97 0.98
H 1.33 2.36 1.71
H 1.66 3.18 -1.19
H 1.01 4.27 0.04
H 0.07 3.35 -2.46
H -1.39 3.99 -1.71
H -1.87 2.45 -3.53
H -2.50 1.77 -2.03
H 0.01 0.94 -3.29
H -1.36 0.06 -3.08
H -1.34 4.07 0.62
H -0.65 2.72 1.53
H -3.05 2.57 -0.31
H -3.04 2.49 1.43
H -2.94 0.30 -0.03
H -2.11 0.37 1.36
F -1.80 -3.60 -0.76
B -2.53 -2.44 -0.43
F -3.83 -2.72 -0.11
F -2.40 -1.46 -1.44
F -1.88 -1.85 0.75
N -1.23 -3.55 2.22
C -0.22 -2.90 3.11
P -0.56 -1.07 3.21
O -2.07 -0.96 3.32
O 0.20 -0.32 2.20
C -0.06 -0.59 4.97
N -1.33 -0.25 5.69
H -2.12 -3.04 2.29
H -1.38 -4.54 2.43
H -0.95 -3.45 1.23
H 0.78 -3.08 2.72
H -0.30 -3.32 4.11
H 0.58 0.29 4.89
H 0.49 -1.36 5.50
H -1.51 -0.84 6.50
H -2.08 -0.43 4.92
H -1.38 0.72 5.99
I 0.60 -2.99 -2.64
C 2.08 -1.83 -3.66
C 2.97 -2.45 -4.51
C 3.94 -1.64 -5.10
C 3.95 -0.28 -4.81
C 2.98 0.23 -3.97
N 2.04 -0.54 -3.39
H 2.92 -3.51 -4.70
H 4.67 -2.07 -5.76
H 4.70 0.37 -5.24
H 2.93 1.29 -3.74
F 0.72 -2.85 0.43
B 1.06 -1.98 -0.58
F 2.40 -1.71 -0.58
*
```

Properties
Gap between HOMO and LUMO = 0.3086 hartree
Energy above the lowest of the compared OMol25 structures with the same formula, charge and spin = 22.2 kcal per mole
E_tot = -68746.5027 eV
HOMO level = -13.2973 eV

2.
DFT (wB97M-V/def2-TZVPD) results for 4 unconnected molecules or ions with the total composition C27H49BrN4O13P4S.

```
! wB97M-V def2-TZVPD RIJCOSX def2/J DEFGRID3
* xyz 0 1
C -4.67 -0.44 1.57
C -3.50 -0.06 0.44
C -2.00 0.07 1.12
C -1.64 1.58 1.67
C 0.00 1.58 1.98
C 0.76 1.68 0.49
C 1.58 0.31 0.15
C 1.49 -0.41 -1.32
P 0.47 0.26 -2.83
O 0.44 2.02 -2.83
Br -1.67 -0.57 -2.58
C 2.33 -1.84 -1.53
C 2.17 -2.56 -3.00
C 0.78 -3.42 -3.30
C 0.65 -4.08 -4.80
N 1.62 -3.98 -5.94
C 2.87 -3.22 -5.63
C 3.27 -2.46 -4.24
C 3.26 -2.53 -0.36
C 4.10 -3.94 -0.52
N 4.79 -4.10 -1.86
C 3.41 -1.78 1.13
N 4.26 -2.27 2.29
S 3.96 -1.04 3.50
N 2.82 0.08 2.74
C 2.54 -0.40 1.31
H -4.89 0.51 2.22
H -4.24 -1.35 2.20
H -5.59 -0.83 0.94
H -3.76 0.91 -0.17
H -3.51 -0.97 -0.32
H -1.97 -0.72 2.01
H -1.21 -0.34 0.33
H -2.25 1.80 2.65
H -1.85 2.44 0.91
H 0.21 0.56 2.52
H 0.24 2.52 2.64
H -0.09 1.93 -0.27
H 1.53 2.57 0.57
H 1.17 2.40 -2.26
H -0.06 -3.54 -2.46
H -0.37 -4.66 -5.01
H 3.67 -3.14 -6.51
H 4.28 -1.84 -4.08
H 3.44 -4.89 -0.25
H 4.97 -3.91 0.30
H 5.71 -4.60 -1.77
H 4.14 -4.62 -2.51
C -4.40 -6.34 -0.64
O -5.00 -6.00 -1.86
P -4.48 -4.65 -2.57
O -3.00 -4.53 -2.69
O -5.19 -3.48 -1.72
C -6.57 -3.60 -1.41
O -5.28 -4.63 -3.97
C -4.94 -3.60 -4.88
H -5.12 -6.91 -0.04
H -3.52 -6.96 -0.82
H -4.11 -5.45 -0.07
H -6.67 -4.05 -0.42
H -7.09 -4.22 -2.14
H -7.02 -2.61 -1.41
H -4.97 -2.62 -4.38
H -5.66 -3.59 -5.70
H -3.94 -3.77 -5.28
C 5.08 3.19 -5.05
O 5.73 3.71 -3.90
P 4.78 4.32 -2.75
O 3.64 3.45 -2.34
O 4.35 5.76 -3.35
C 5.35 6.58 -3.92
O 5.81 4.70 -1.58
C 5.24 5.16 -0.37
H 5.76 3.29 -5.90
H 4.85 2.14 -4.89
H 4.17 3.75 -5.27
H 5.36 6.42 -5.00
H 6.34 6.37 -3.51
H 5.10 7.63 -3.72
H 4.54 5.97 -0.56
H 6.04 5.54 0.28
H 4.73 4.34 0.14
C -0.72 4.85 6.44
O -0.69 3.54 6.97
P -1.88 2.55 6.54
O -2.16 2.49 5.08
O -3.13 3.06 7.44
C -2.91 3.31 8.81
O -1.47 1.15 7.22
C -2.30 0.04 6.92
H -0.22 5.52 7.13
H -0.19 4.86 5.48
H -1.75 5.19 6.29
H -2.71 4.38 8.95
H -2.07 2.73 9.21
H -3.81 3.05 9.37
H -3.35 0.29 7.10
H -2.02 -0.79 7.57
H -2.16 -0.25 5.88
*
```

Properties
Gap between HOMO and LUMO = 0.2412 hartree
Energy above the lowest of the compared OMol25 structures with the same formula, charge and spin = 368.1 kcal per mole
E_tot = -179393.3154 eV
SMILES = CCCCCCc1c(P(O)Br)c(-c2ccncc2)c(CN)c2nsnc12.COP(=O)(OC)OC.COP(=O)(OC)OC.COP(=O)(OC)OC
HOMO level = -7.9235 eV

3.
DFT (wB97M-V/def2-TZVPD) results for 11 unconnected molecules or ions with the total composition C35H100N14O11.

```
! wB97M-V def2-TZVPD RIJCOSX def2/J DEFGRID3
* xyz 0 1
C -8.99 3.01 11.77
O -9.05 1.88 10.95
C -7.98 1.67 10.03
C -7.76 0.12 9.98
C -7.32 -0.63 11.26
N -6.75 -0.19 8.96
H -9.93 3.16 12.31
H -8.66 3.85 11.16
H -8.26 2.76 12.54
H -8.34 1.99 9.05
H -7.05 2.14 10.33
H -8.74 -0.25 9.70
H -6.61 -0.08 11.86
H -6.79 -1.58 11.14
H -8.14 -0.79 11.96
H -6.98 0.22 8.07
H -6.62 -1.18 8.79
C -11.01 10.99 12.56
O -10.31 9.94 12.08
C -9.81 9.09 13.11
C -8.99 7.86 12.53
C -8.12 7.25 13.66
N -8.19 8.28 11.39
H -11.32 11.70 11.79
H -10.34 11.50 13.26
H -11.95 10.64 12.99
H -9.33 9.58 13.95
H -10.66 8.68 13.66
H -9.47 6.99 12.09
H -8.70 7.03 14.55
H -7.36 7.98 13.95
H -7.63 6.32 13.37
H -7.86 9.22 11.59
H -8.93 8.38 10.71
C 0.14 4.09 3.61
O -0.36 2.93 4.26
C -1.73 3.03 4.61
C -2.12 3.81 5.87
C -1.46 3.21 7.17
N -3.55 3.81 6.10
H 0.33 4.99 4.20
H -0.49 4.38 2.77
H 1.17 3.81 3.38
H -2.42 3.23 3.79
H -1.96 1.98 4.78
H -2.03 4.89 5.79
H -1.84 2.21 7.33
H -1.68 3.97 7.92
H -0.39 3.08 7.06
H -3.68 4.13 7.05
H -3.81 2.84 6.15
C -4.16 7.42 14.17
O -3.77 8.24 15.24
C -3.67 7.59 16.50
C -4.65 8.31 17.52
C -6.14 8.35 17.16
N -4.15 9.63 17.83
H -3.34 6.78 13.83
H -4.46 7.96 13.27
H -4.99 6.77 14.45
H -3.94 6.54 16.49
H -2.65 7.85 16.77
H -4.75 7.68 18.40
H -6.32 8.61 16.12
H -6.77 8.98 17.79
H -6.56 7.35 17.28
H -3.74 10.04 17.00
H -4.97 10.18 18.05
C -4.22 7.65 6.40
O -3.58 8.95 6.57
C -4.51 10.06 6.78
C -3.78 11.40 6.89
C -4.77 12.55 7.25
N -3.09 11.63 5.53
H -3.50 6.94 6.00
H -5.04 7.75 5.68
H -4.53 7.33 7.39
H -5.25 10.03 5.98
H -4.98 9.94 7.76
H -2.99 11.47 7.64
H -4.92 12.48 8.33
H -5.69 12.52 6.68
H -4.37 13.55 7.10
H -3.72 11.29 4.81
H -2.27 11.05 5.45
C -7.92 8.56 8.14
O -9.08 9.42 8.24
C -8.89 10.75 7.69
C -9.85 11.83 8.22
C -9.70 13.24 7.61
N -9.67 11.91 9.65
H -7.39 8.67 7.19
H -8.06 7.52 8.39
H -7.19 8.94 8.86
H -7.84 11.02 7.59
H -9.23 10.49 6.69
H -10.84 11.48 7.91
H -10.45 13.89 8.05
H -9.71 13.47 6.55
H -8.81 13.67 8.07
H -10.60 11.86 10.05
H -9.34 10.97 9.84
C -0.59 5.09 12.09
O -0.57 6.39 11.58
C -1.80 6.80 10.91
C -1.69 8.29 10.52
C -1.35 9.35 11.59
N -2.82 8.68 9.76
H -0.49 4.34 11.31
H -1.51 4.96 12.66
H 0.24 4.96 12.78
H -1.76 6.19 10.01
H -2.71 6.56 11.46
H -0.85 8.43 9.84
H -0.37 9.79 11.42
H -1.42 9.02 12.63
H -2.07 10.16 11.52
H -2.70 9.64 9.48
H -2.81 8.12 8.92
C -7.73 11.67 15.06
O -7.37 11.27 13.73
C -7.26 12.30 12.83
C -6.86 11.62 11.49
C -5.54 10.80 11.51
N -6.78 12.57 10.38
H -7.81 10.76 15.64
H -8.71 12.16 15.06
H -7.02 12.31 15.59
H -8.21 12.83 12.75
H -6.61 13.08 13.23
H -7.73 11.02 11.23
H -4.74 11.53 11.64
H -5.42 10.27 10.57
H -5.51 10.12 12.36
H -7.70 12.45 9.98
H -6.25 12.13 9.63
N -4.48 2.67 9.32
C -3.57 1.98 9.94
N -3.96 0.76 10.02
O -2.53 2.37 10.43
H -5.36 2.33 8.97
H -4.31 3.66 9.36
H -3.23 0.19 10.43
H -4.81 0.39 9.63
N -5.23 7.10 10.64
C -5.16 6.03 9.93
N -6.33 5.64 9.86
O -4.23 5.51 9.40
H -6.08 7.41 11.09
H -4.34 7.52 10.88
H -6.51 4.79 9.36
H -6.94 6.08 10.54
N -8.28 5.46 6.91
C -7.26 4.57 6.95
N -6.46 4.94 5.99
O -7.04 3.83 7.85
H -8.33 6.12 6.14
H -8.99 5.36 7.61
H -6.96 5.45 5.28
H -5.66 4.36 5.77
*
```

Properties
Gap between HOMO and LUMO = 0.3286 hartree
Energy above the lowest of the compared OMol25 structures with the same formula, charge and spin = 123.0 kcal per mole
E_tot = -81294.6253 eV
SMILES = COC[C@H](C)N.COC[C@H](C)N.COC[C@H](C)N.COC[C@H](C)N.COC[C@H](C)N.COC[C@H](C)N.COC[C@H](C)N.COC[C@H](C)N.NC(N)=O.NC(N)=O.NC(N)=O
HOMO level = -8.7661 eV

4.
DFT (wB97M-V/def2-TZVPD) results for a single C4H7NOS2 molecule.

```
! wB97M-V def2-TZVPD RIJCOSX def2/J DEFGRID3
* xyz 0 1
C 1.37 0.07 0.56
C 0.56 -0.36 1.76
C -0.89 -0.06 0.15
C 0.52 -0.04 -1.88
N 0.34 -0.12 -0.44
O 2.51 0.41 0.32
S -2.06 -1.38 -0.22
S -1.62 1.53 0.38
H 0.22 -1.33 1.69
H 0.56 -0.04 2.71
H 0.15 -0.90 -2.53
H -0.04 0.97 -2.11
H 1.62 0.16 -1.98
H -2.85 -1.09 0.88
H -0.38 2.17 0.72
*
```

Properties
Gap between HOMO and LUMO (alpha / beta) = 0.2989 / 0.2990 hartree
Energy above the lowest of the compared OMol25 structures with the same formula, charge and spin = 81.4 kcal per mole
E_tot = -29466.2607 eV
HOMO level (alpha / beta) = -8.4136 / -8.4160 eV

5.
DFT (wB97M-V/def2-TZVPD) results for 2 unconnected molecules or ions with the total composition C5H17N3Si.

```
! wB97M-V def2-TZVPD RIJCOSX def2/J DEFGRID3
* xyz 0 1
C -2.53 1.06 0.29
C 1.88 -2.29 0.25
C -2.99 -0.31 -0.07
C 2.67 -0.97 0.37
C -2.09 -0.92 -1.09
N 1.68 1.16 -1.72
N 0.50 2.44 1.04
N 1.78 0.08 0.96
Si 0.97 1.10 -0.08
H -3.06 1.48 1.19
H -1.55 0.96 0.55
H -2.55 1.79 -0.47
H 1.14 -2.45 -0.54
H 2.53 -3.07 0.16
H 1.51 -2.42 1.15
H -3.11 -0.82 0.84
H -3.99 -0.24 -0.59
H 3.47 -1.25 1.11
H 2.91 -0.58 -0.68
H -1.92 -0.20 -1.94
H -2.22 -1.98 -1.16
H 1.17 0.44 -2.31
H 1.61 1.98 -2.24
H -0.49 2.60 1.11
H 0.97 2.41 1.94
H 1.70 0.00 1.92
*
```

Properties
Gap between HOMO and LUMO (alpha / beta) = 0.3044 / 0.2365 hartree
Energy above the lowest of the compared OMol25 structures with the same formula, charge and spin = 64.5 kcal per mole
E_tot = -17805.8408 eV
HOMO level (alpha / beta) = -7.7868 / -5.7167 eV

6.
DFT (wB97M-V/def2-TZVPD) results for a molecular structure, C38H67BiN11.

```
! wB97M-V def2-TZVPD RIJCOSX def2/J DEFGRID3
* xyz 3 1
Bi 0.11 -0.37 -0.07
C 0.36 -4.78 2.38
N 0.96 -3.60 2.97
C 1.83 -3.86 4.10
C 0.73 -2.35 2.48
N 0.89 -2.10 1.17
C 1.66 -3.05 0.39
C 2.38 -2.35 -0.75
N 1.43 -1.63 -1.62
C 0.54 -2.53 -2.35
C -0.63 -1.75 -2.92
N -1.25 -0.97 -1.85
C -2.57 -0.74 -1.87
N -3.02 0.46 -1.47
C -4.33 0.69 -0.89
C -2.22 1.66 -1.60
N -3.45 -1.67 -2.27
C -4.66 -1.36 -3.02
C -3.25 -3.09 -2.07
C 2.16 -0.74 -2.55
C 2.11 0.72 -2.07
N 2.19 0.78 -0.63
C 3.22 1.20 0.08
N 2.94 1.29 1.44
C 3.93 0.82 2.41
C 2.17 2.44 1.89
N 4.44 1.52 -0.37
C 5.08 1.09 -1.60
C 5.32 2.42 0.36
N 0.38 -1.41 3.36
C 0.41 0.00 3.07
C -0.19 -1.71 4.65
H 1.12 -5.47 2.00
H -0.32 -4.50 1.58
H -0.21 -5.31 3.15
H 1.30 -4.33 4.94
H 2.30 -2.94 4.44
H 2.61 -4.54 3.78
H 1.02 -3.84 -0.01
H 2.42 -3.54 1.02
H 2.94 -3.08 -1.34
H 3.07 -1.61 -0.34
H 0.16 -3.28 -1.67
H 1.08 -3.03 -3.16
H -1.33 -2.44 -3.39
H -0.30 -1.05 -3.69
H -4.79 -0.25 -0.61
H -4.98 1.22 -1.58
H -4.20 1.30 0.00
H -1.91 2.05 -0.62
H -2.82 2.43 -2.09
H -1.34 1.46 -2.21
H -4.68 -0.31 -3.31
H -5.56 -1.60 -2.44
H -4.68 -1.96 -3.93
H -2.42 -3.26 -1.39
H -3.08 -3.63 -3.00
H -4.16 -3.50 -1.62
H 1.72 -0.79 -3.54
H 3.19 -1.09 -2.64
H 1.14 1.14 -2.35
H 2.87 1.31 -2.59
H 4.59 0.09 1.94
H 3.39 0.33 3.22
H 4.53 1.61 2.85
H 2.77 3.35 1.94
H 1.79 2.26 2.89
H 1.33 2.60 1.22
H 4.66 0.16 -1.98
H 6.13 0.92 -1.38
H 5.03 1.86 -2.37
H 4.82 2.92 1.18
H 5.66 3.19 -0.34
H 6.19 1.89 0.73
H 1.14 0.21 2.29
H 0.68 0.54 3.97
H -0.58 0.37 2.76
H -0.35 -2.78 4.78
H -1.15 -1.20 4.73
H 0.46 -1.35 5.45
C -1.66 5.59 -1.10
C -0.81 5.41 0.15
C 0.59 4.93 -0.25
C -1.40 4.47 1.18
C -2.62 3.83 1.00
C -3.14 2.98 1.97
C -2.45 2.74 3.15
C -3.04 1.86 4.21
C -1.23 3.38 3.34
C -0.72 4.23 2.38
H -1.18 6.32 -1.75
H -2.65 5.97 -0.88
H -1.75 4.67 -1.67
H -0.70 6.39 0.63
H 0.54 3.93 -0.69
H 1.25 4.92 0.61
H 1.01 5.62 -0.99
H -3.21 4.03 0.12
H -4.12 2.54 1.84
H -3.17 0.84 3.84
H -4.02 2.24 4.49
H -2.41 1.84 5.09
H -0.71 3.26 4.27
H 0.20 4.76 2.57
N -1.93 -1.41 1.04
C -2.95 -1.87 1.33
C -4.17 -2.44 1.68
C -4.39 -3.81 1.47
C -5.61 -4.36 1.79
C -6.61 -3.57 2.34
C -6.39 -2.21 2.56
C -5.18 -1.64 2.23
H -3.60 -4.42 1.05
H -5.78 -5.41 1.62
H -7.56 -4.01 2.59
H -7.18 -1.60 2.98
H -5.01 -0.59 2.39
*
```

Properties
Gap between HOMO and LUMO = 0.2807 hartree
E_tot = -62701.3879 eV
HOMO level = -15.0592 eV